Below is a structure of composition C5H11NOS, with properties calculated with ωB97M-V/def2-TZVPD.

Geometry as ORCA input:
```
! RIJCOSX wB97M-V def2-TZVPD def2/J DEFGRID3
* xyz 0 1
S -2.579 0.585 -0.007
O -0.486 1.467 -0.945
N -1.567 -0.589 0.464
C 1.164 -0.102 -1.129
C 1.342 1.759 0.738
C 0.438 0.950 -0.232
C -0.374 -0.263 1.089
C -1.563 -1.809 -0.320
H -1.075 -1.690 -1.257
H 0.763 1.850 1.599
H -0.637 0.364 1.856
H -2.566 -2.012 -0.436
H 2.119 0.361 -1.484
H 1.168 -1.221 -0.778
H 0.575 -0.153 -2.018
H 0.418 -0.936 1.390
H 1.575 2.736 0.196
H 2.224 1.257 0.994
H -0.938 -2.552 0.281
*
```

Largest force on an atom (eV Å⁻¹): 3.47
Energy relative to the best compared isomer or geometry (same formula, charge and spin) (kcal/mol): 109.6
DFT total energy (eV): -19732.34123
Orbital gap (eV): 7.84
HOMO level (eV): -8.685
M (g mol⁻¹): 133.216

Below is a structure of composition C5H11NOS, with properties calculated with ωB97M-V/def2-TZVPD.

Geometry as ORCA input:
```
! RIJCOSX wB97M-V def2-TZVPD def2/J DEFGRID3
* xyz 0 3
S -2.887 -0.425 -0.141
O -1.895 0.811 -0.076
N 0.697 1.385 -0.050
C -0.111 0.458 -0.101
C 0.280 -1.572 1.234
C 0.035 -0.923 -0.162
C 0.299 2.778 0.089
C 1.266 -1.230 -0.963
H -3.175 -0.367 -1.585
H -0.463 3.127 -0.756
H -0.762 -1.514 -0.479
H 0.992 -0.986 1.774
H 2.131 -0.644 -0.471
H -0.631 -1.393 2.018
H 1.047 -0.887 -1.922
H 1.207 3.304 0.111
H 0.428 -2.680 1.244
H -0.128 3.004 0.985
H 1.670 -2.245 -0.748
*
```

Largest force on an atom (eV Å⁻¹): 4.27
Energy relative to the best compared isomer or geometry (same formula, charge and spin) (kcal/mol): 82.6
DFT total energy (eV): -19728.01215
Orbital gap (alpha / beta) (eV): 4.18 / 6.40
HOMO level (alpha / beta) (eV): -4.004 / -9.447
M (g mol⁻¹): 133.216

Below is a cluster of 2 separate species, C5H11NP in total, with properties calculated with ωB97M-V/def2-TZVPD.

Geometry as ORCA input:
```
! RIJCOSX wB97M-V def2-TZVPD def2/J DEFGRID3
* xyz 1 3
P 1.924 1.547 -0.234
N 2.402 -1.133 -0.346
C -2.461 -0.063 -0.353
C -3.423 0.735 0.064
C -1.063 0.359 -0.251
C 1.281 -0.131 -0.088
C -0.046 -0.525 -0.414
H -3.000 1.546 0.551
H 2.610 1.227 0.941
H -0.834 1.334 0.055
H 3.071 -1.114 0.337
H 2.036 -2.019 -0.082
H 0.959 2.352 0.444
H -4.554 0.562 0.113
H -0.117 -1.619 -0.545
H 0.974 -0.546 1.824
H -2.622 -1.172 -0.701
H 2.862 -1.339 -1.313
*
```

Largest force on an atom (eV Å⁻¹): 4.19
Energy relative to the best compared isomer or geometry (same formula, charge and spin) (kcal/mol): 53.2
DFT total energy (eV): -16128.35017
Orbital gap (alpha / beta) (eV): 7.65 / 7.35
HOMO level (alpha / beta) (eV): -11.190 / -13.287
M (g mol⁻¹): 116.124

Below is a structure of composition C5H11NS, with properties calculated with ωB97M-V/def2-TZVPD.

Geometry as ORCA input:
```
! RIJCOSX wB97M-V def2-TZVPD def2/J DEFGRID3
* xyz 0 1
S -2.129 -0.119 -0.088
N 1.123 -0.025 -0.678
C -0.957 1.221 0.145
C 0.323 -1.196 -0.932
C 0.256 1.116 -0.757
C -0.861 -1.356 0.208
C 1.335 -0.050 0.847
H -0.759 -1.274 1.374
H -0.200 -0.705 -1.907
H 1.095 -2.005 -0.980
H 1.673 1.057 1.501
H -1.334 -2.304 -0.036
H -0.788 1.493 1.190
H 0.663 2.175 -0.384
H -0.153 1.308 -1.674
H -1.745 2.051 -0.409
H 2.267 -0.749 1.139
H 0.190 -0.638 1.443
*
```

Largest force on an atom (eV Å⁻¹): 6.54
Energy relative to the best compared isomer or geometry (same formula, charge and spin) (kcal/mol): 136.1
DFT total energy (eV): -17682.56049
Orbital gap (eV): 9.00
HOMO level (eV): -8.193
M (g mol⁻¹): 117.217

Below is an isolated molecule of C5H11NS2, with properties calculated with ωB97M-V/def2-TZVPD.

Geometry as ORCA input:
```
! RIJCOSX wB97M-V def2-TZVPD def2/J DEFGRID3
* xyz 0 1
S -1.881 -1.573 -2.649
S -0.891 0.727 -1.246
N 0.144 -2.289 0.599
C -1.025 -1.007 -1.444
C 0.056 -1.966 -0.958
C -0.666 1.006 1.443
C 0.193 1.189 0.089
C 0.890 2.634 -0.240
H 1.072 -1.766 -1.259
H 1.003 0.425 0.376
H -0.211 1.354 2.306
H -0.591 -3.001 1.013
H 1.033 -2.754 1.066
H -0.238 -2.880 -1.612
H -0.678 -0.198 1.662
H 1.339 3.035 0.818
H 0.101 3.158 -0.760
H -1.614 1.608 1.692
H 1.963 2.297 -0.894
*
```

Largest force on an atom (eV Å⁻¹): 5.06
Energy relative to the best compared isomer or geometry (same formula, charge and spin) (kcal/mol): 92.9
DFT total energy (eV): -28519.98127
Orbital gap (eV): 8.37
HOMO level (eV): -8.636
M (g mol⁻¹): 149.284

Below is an isolated molecule of C5H11NS2, with properties calculated with ωB97M-V/def2-TZVPD.

Geometry as ORCA input:
```
! RIJCOSX wB97M-V def2-TZVPD def2/J DEFGRID3
* xyz 0 1
S -0.517 2.386 -0.579
S 2.756 0.551 -0.387
N -2.093 -0.575 -0.749
C 0.239 0.919 1.625
C -0.100 0.887 0.118
C 1.043 0.187 -0.829
C 0.451 -1.113 -0.252
C -0.865 -0.473 0.184
H 0.295 -0.363 1.974
H -1.034 -0.671 1.243
H -1.927 -1.314 -1.608
H -0.714 1.245 2.179
H -2.834 -0.947 -0.003
H 0.966 -1.519 0.590
H -1.552 1.931 -1.489
H 0.720 0.242 -1.881
H 0.383 -1.877 -1.196
H 1.344 1.316 2.058
H 3.438 -0.812 -0.996
*
```

Largest force on an atom (eV Å⁻¹): 4.64
Energy relative to the best compared isomer or geometry (same formula, charge and spin) (kcal/mol): 113.5
DFT total energy (eV): -28519.08942
Orbital gap (eV): 9.07
HOMO level (eV): -8.600
M (g mol⁻¹): 149.284

Below is the ion C5H11O with charge -2, with properties calculated with ωB97M-V/def2-TZVPD.

Geometry as ORCA input:
```
! RIJCOSX wB97M-V def2-TZVPD def2/J DEFGRID3
* xyz -2 2
O 1.823 -1.658 1.575
C 0.543 0.412 1.014
C 1.273 -0.519 2.012
C -0.157 0.108 -1.496
C 0.200 -0.507 -0.202
C -1.676 0.582 -1.583
H -1.903 1.308 -2.311
H 0.416 -0.970 2.734
H -2.397 -0.288 -1.574
H -0.287 0.859 1.560
H 1.071 -1.307 -0.301
H 0.424 1.050 -1.858
H 2.090 0.037 2.626
H -2.015 1.162 -0.623
H 1.168 1.376 0.664
H 0.206 -0.547 -2.458
H -0.778 -1.098 0.222
*
```

Largest force on an atom (eV Å⁻¹): 4.43
Energy relative to the best compared isomer or geometry (same formula, charge and spin) (kcal/mol): 39.5
DFT total energy (eV): -7404.31348
Orbital gap (alpha / beta) (eV): 3.01 / 6.72
HOMO level (alpha / beta) (eV): 4.189 / 0.457
M (g mol⁻¹): 87.142

Below is the ion C5H11O with charge +1, with properties calculated with ωB97M-V/def2-TZVPD.

Geometry as ORCA input:
```
! RIJCOSX wB97M-V def2-TZVPD def2/J DEFGRID3
* xyz 1 1
O -0.312 -0.568 -0.455
C 0.143 0.783 -0.758
C 0.004 -0.518 2.053
C -0.790 -1.001 0.860
C 1.084 -0.676 -0.802
C -0.340 1.370 -2.034
H 0.480 1.483 -2.742
H -1.099 0.738 -2.487
H -0.777 -2.093 0.793
H 1.044 -0.830 2.007
H -1.830 -0.661 0.911
H 0.377 1.392 0.102
H -0.045 0.560 2.178
H 1.789 -0.814 -0.002
H -0.432 -0.971 2.940
H -0.766 2.354 -1.851
H 1.270 -1.120 -1.764
*
```

Largest force on an atom (eV Å⁻¹): 4.44
Energy relative to the best compared isomer or geometry (same formula, charge and spin) (kcal/mol): 26.0
DFT total energy (eV): -7401.12217
Orbital gap (eV): 12.70
HOMO level (eV): -15.629
M (g mol⁻¹): 87.142

Below is a cluster of 2 separate species, C5H11O2 in total, with properties calculated with ωB97M-V/def2-TZVPD.

Geometry as ORCA input:
```
! RIJCOSX wB97M-V def2-TZVPD def2/J DEFGRID3
* xyz -1 1
O 1.269 -2.002 -2.002
O 1.355 0.130 -1.493
C -0.324 0.666 1.294
C 0.988 -0.801 -2.244
C -1.618 0.169 1.981
C 0.187 -0.388 -3.504
C 0.939 0.304 2.130
H -2.486 0.063 1.279
H 0.757 0.253 -4.078
H -0.377 1.708 1.153
H -1.900 0.900 2.773
H 1.878 0.568 1.687
H 0.885 0.839 3.128
H -0.131 -1.229 -4.119
H -0.231 0.168 0.393
H -1.453 -0.805 2.466
H 0.931 -0.757 2.363
H -0.670 0.216 -3.205
*
```

Largest force on an atom (eV Å⁻¹): 2.74
Energy relative to the best compared isomer or geometry (same formula, charge and spin) (kcal/mol): 10.3
DFT total energy (eV): -9459.58146
Orbital gap (eV): 7.48
HOMO level (eV): -3.602
M (g mol⁻¹): 103.141

Below is the ion C5H11O2 with charge -1, with properties calculated with ωB97M-V/def2-TZVPD.

Geometry as ORCA input:
```
! RIJCOSX wB97M-V def2-TZVPD def2/J DEFGRID3
* xyz -1 1
O 1.314 0.921 2.087
O -2.492 0.270 -1.709
C 1.109 -0.239 -0.663
C -0.170 0.498 -1.098
C -1.439 -0.378 -1.199
C 0.449 -0.175 1.779
C 0.964 -1.025 0.648
H 1.940 -1.468 0.880
H 0.008 0.878 -2.109
H 1.193 1.571 1.384
H 1.911 0.494 -0.516
H 0.351 -0.771 2.698
H 0.268 -1.850 0.465
H -0.379 1.348 -0.428
H 1.406 -0.919 -1.465
H -1.618 -0.808 -0.167
H -1.122 -1.287 -1.792
H -0.549 0.190 1.530
*
```

Largest force on an atom (eV Å⁻¹): 0.85
Energy relative to the best compared isomer or geometry (same formula, charge and spin) (kcal/mol): 52.9
DFT total energy (eV): -9457.73673
Orbital gap (eV): 5.96
HOMO level (eV): -2.251
M (g mol⁻¹): 103.141